The following is a quantum chemistry calculation of a cluster of 10 separate species, C60H150N10O20 in total, from the OMol25 dataset.

```
240
C60H150N10O20 ωB97M-V with the def2-TZVPD basis set
C -2.353 3.036 -3.568
O -1.170 3.585 -4.171
C -0.523 2.642 -4.933
C 0.848 3.139 -5.389
N 1.412 2.119 -6.253
C 2.867 2.271 -6.293
C 3.371 1.731 -7.612
O 2.935 2.662 -8.647
C 3.037 2.119 -9.943
H -2.858 2.533 -4.393
H -2.977 3.885 -3.288
H -2.193 2.374 -2.717
H -1.064 2.299 -5.815
H -0.300 1.789 -4.293
H 1.488 3.271 -4.517
H 0.633 4.099 -5.858
H 1.129 2.389 -7.184
H 3.232 1.738 -5.415
H 3.174 3.314 -6.215
H 2.994 0.716 -7.732
H 4.452 1.666 -7.730
H 2.853 2.948 -10.626
H 2.276 1.382 -10.199
H 4.019 1.724 -10.204
C 2.117 -10.017 5.369
O 1.165 -9.056 5.827
C 1.664 -8.065 6.727
C 0.713 -6.894 6.476
N 0.954 -6.405 5.170
C 0.113 -5.232 4.827
C 0.770 -3.934 5.413
O 0.115 -2.776 4.810
C -1.148 -2.432 5.369
H 1.596 -10.564 4.583
H 2.252 -10.712 6.197
H 3.107 -9.748 5.001
H 2.686 -7.728 6.548
H 1.638 -8.458 7.743
H 1.014 -6.069 7.121
H -0.327 -7.179 6.634
H 0.813 -7.162 4.517
H -0.884 -5.380 5.241
H 0.021 -5.143 3.744
H 1.762 -3.923 4.961
H 0.853 -3.936 6.500
H -1.485 -1.468 4.986
H -0.990 -2.273 6.436
H -1.895 -3.213 5.228
C 6.941 2.052 -5.188
O 6.646 1.375 -3.933
C 7.370 1.989 -2.837
C 7.321 1.214 -1.504
N 7.764 -0.156 -1.750
C 7.462 -1.171 -0.671
C 6.022 -1.542 -0.378
O 5.538 -2.384 -1.407
C 4.169 -2.786 -1.234
H 6.866 3.139 -5.181
H 6.447 1.616 -6.057
H 7.975 1.901 -5.498
H 6.921 2.964 -2.644
H 8.417 2.108 -3.116
H 6.339 1.267 -1.032
H 8.022 1.672 -0.807
H 7.232 -0.447 -2.557
H 7.929 -0.834 0.255
H 7.920 -2.122 -0.943
H 5.412 -0.640 -0.330
H 5.833 -1.990 0.598
H 3.697 -2.981 -2.198
H 3.615 -2.028 -0.681
H 4.100 -3.719 -0.676
C -7.188 3.300 8.118
O -6.921 2.112 7.323
C -6.955 2.339 5.903
C -7.178 0.995 5.205
N -7.090 1.093 3.803
C -7.152 -0.246 3.145
C -6.821 -0.256 1.645
O -6.456 -1.554 1.157
C -5.629 -1.503 -0.023
H -8.188 3.665 7.884
H -6.490 4.114 7.923
H -7.242 3.108 9.190
H -5.961 2.655 5.585
H -7.787 2.998 5.653
H -8.194 0.706 5.472
H -6.533 0.207 5.596
H -7.910 1.534 3.412
H -8.107 -0.764 3.238
H -6.392 -0.922 3.534
H -6.134 0.539 1.354
H -7.726 0.090 1.144
H -5.226 -2.456 -0.364
H -4.685 -1.030 0.247
H -6.039 -1.030 -0.915
C 2.425 1.886 2.031
O 1.604 0.769 1.852
C 2.293 -0.478 2.123
C 1.521 -1.826 2.091
N 1.396 -2.261 0.693
C 0.447 -3.370 0.691
C 0.229 -3.863 -0.717
O -0.543 -4.990 -0.690
C -1.027 -5.354 -1.985
H 3.112 1.810 1.188
H 2.833 1.782 3.037
H 1.887 2.826 1.912
H 2.816 -0.376 3.074
H 3.134 -0.602 1.440
H 0.563 -1.623 2.571
H 2.089 -2.537 2.690
H 0.879 -1.484 0.305
H -0.503 -2.951 1.023
H 0.757 -4.157 1.378
H 1.193 -4.051 -1.189
H -0.193 -2.983 -1.202
H -1.887 -4.750 -2.274
H -1.377 -6.385 -1.927
H -0.266 -5.225 -2.754
C 3.518 0.745 -3.001
O 2.169 0.605 -2.723
C 1.813 0.685 -1.344
C 0.296 0.839 -1.234
N -0.170 0.264 0.034
C -1.519 0.665 0.353
C -1.874 0.047 1.685
O -3.208 0.474 1.879
C -3.461 0.883 3.133
H 3.878 1.733 -2.715
H 3.708 0.441 -4.031
H 4.054 0.017 -2.393
H 2.261 1.525 -0.813
H 2.101 -0.275 -0.914
H -0.192 0.428 -2.118
H 0.137 1.917 -1.267
H 0.428 0.558 0.792
H -2.263 0.269 -0.339
H -1.578 1.753 0.360
H -1.221 0.270 2.529
H -1.874 -1.043 1.670
H -2.820 1.700 3.464
H -3.356 0.040 3.815
H -4.489 1.245 3.131
C 5.450 -1.923 -4.953
O 6.585 -1.706 -5.798
C 6.532 -2.562 -6.907
C 7.391 -1.881 -8.040
N 6.901 -0.537 -8.319
C 7.793 0.193 -9.194
C 7.245 1.529 -9.622
O 6.857 2.304 -8.408
C 6.440 3.667 -8.719
H 5.480 -1.061 -4.286
H 5.527 -2.946 -4.586
H 4.500 -1.828 -5.480
H 5.560 -2.607 -7.398
H 6.993 -3.497 -6.590
H 7.554 -2.524 -8.905
H 8.407 -1.794 -7.655
H 6.655 -0.009 -7.494
H 8.068 -0.326 -10.112
H 8.747 0.443 -8.731
H 6.385 1.425 -10.283
H 7.887 2.095 -10.297
H 5.482 3.759 -9.232
H 7.253 4.209 -9.202
H 6.349 4.101 -7.724
C -3.211 4.225 0.459
O -3.818 3.402 -0.565
C -5.180 3.054 -0.327
C -5.802 2.367 -1.573
N -6.253 3.309 -2.605
C -6.572 2.580 -3.802
C -6.699 3.523 -5.027
O -5.446 4.215 -5.240
C -5.482 4.994 -6.459
H -3.109 3.662 1.387
H -3.832 5.109 0.600
H -2.215 4.545 0.153
H -5.776 3.952 -0.164
H -5.343 2.486 0.589
H -6.641 1.711 -1.345
H -5.040 1.755 -2.055
H -5.475 3.851 -2.950
H -7.535 2.071 -3.769
H -5.790 1.861 -4.050
H -7.543 4.191 -4.861
H -6.854 2.844 -5.865
H -4.627 5.655 -6.597
H -6.358 5.643 -6.476
H -5.573 4.391 -7.362
C -11.059 -5.684 7.166
O -10.469 -4.427 7.542
C -10.054 -4.490 8.927
C -9.131 -3.263 9.245
N -7.942 -3.248 8.414
C -7.252 -1.941 8.540
C -5.869 -1.823 7.884
O -5.997 -2.010 6.515
C -4.798 -1.881 5.768
H -12.107 -5.795 7.442
H -10.431 -6.549 7.380
H -11.070 -5.513 6.089
H -9.436 -5.366 9.125
H -10.965 -4.553 9.521
H -8.933 -3.470 10.297
H -9.753 -2.383 9.079
H -8.159 -3.439 7.446
H -7.231 -1.704 9.604
H -7.950 -1.240 8.083
H -5.246 -2.631 8.268
H -5.408 -0.861 8.107
H -4.955 -2.006 4.697
H -4.167 -2.651 6.212
H -4.376 -0.895 5.966
C 4.691 2.608 4.801
O 4.834 3.423 3.650
C 6.024 3.362 2.880
C 6.034 4.393 1.715
N 4.911 4.164 0.825
C 4.994 4.963 -0.374
C 3.764 4.696 -1.318
O 2.534 5.125 -0.781
C 1.444 4.839 -1.639
H 4.925 1.551 4.673
H 3.654 2.716 5.119
H 5.348 2.946 5.603
H 6.097 2.376 2.420
H 6.962 3.545 3.405
H 6.959 4.260 1.155
H 5.970 5.407 2.112
H 4.012 4.383 1.230
H 5.927 4.698 -0.871
H 4.967 6.028 -0.145
H 3.776 3.615 -1.459
H 4.129 5.134 -2.247
H 1.323 3.757 -1.674
H 1.472 5.261 -2.643
H 0.557 5.205 -1.121
```

Summary:
* net charge: 0
* HOMO-LUMO gap: 0.331 hartree
* E: -120486.31708 eV
* LUMO level: 0.59 eV
* SMILES: COCCNCCOC.COCCNCCOC.COCCNCCOC.COCCNCCOC.COCCNCCOC.COCCNCCOC.COCCNCCOC.COCCNCCOC.COCCNCCOC.COCCNCCOC
* ΔE to the lowest compared entry with this formula, charge and spin: 444.15 kJ/mol